(1)
{"formula": "C16H19N2OPS", "method": "ωB97M-V/def2-TZVPD", "species": ["N", "P", "N", "C", "C", "C", "C", "C", "C", "S", "C", "C", "C", "C", "C", "C", "H", "H", "H", "H", "H", "H", "H", "H", "H", "H", "H", "C", "C", "C", "O", "C", "H", "H", "H", "H", "H", "H", "H", "H"], "coordinates": [[3.650, 3.288, 2.627], [2.514, 2.732, 1.727], [2.564, 1.105, 1.224], [1.391, 0.550, 0.616], [0.320, 1.315, 0.166], [-0.804, 0.701, -0.376], [-0.875, -0.678, -0.488], [0.201, -1.446, -0.064], [1.320, -0.839, 0.492], [2.672, -1.808, 1.075], [3.956, -0.740, 0.511], [5.119, -1.263, -0.038], [6.134, -0.411, -0.459], [5.964, 0.961, -0.352], [4.795, 1.488, 0.185], [3.786, 0.639, 0.635], [4.385, 2.624, 2.841], [2.319, 3.461, 0.535], [1.253, 2.763, 2.336], [0.336, 2.397, 0.216], [-1.624, 1.318, -0.719], [-1.743, -1.168, -0.913], [0.185, -2.528, -0.147], [5.223, -2.339, -0.134], [7.043, -0.831, -0.874], [6.734, 1.646, -0.691], [4.703, 2.564, 0.269], [-6.228, -1.429, -0.033], [-6.056, -0.317, -1.068], [-4.575, -0.441, -1.399], [-4.238, -1.819, -1.244], [-5.303, -2.507, -0.583], [-7.256, -1.773, 0.074], [-5.877, -1.091, 0.944], [-6.661, -0.527, -1.952], [-6.323, 0.671, -0.698], [-3.967, 0.150, -0.704], [-4.336, -0.131, -2.417], [-5.821, -3.141, -1.311], [-4.881, -3.146, 0.193]], "atomic_forces_ev_per_a": [[-0.07, -0.40, -0.42], [0.37, 0.00, 0.72], [-0.04, 0.40, -0.66], [-0.16, -0.14, 0.20], [-0.04, -0.01, -0.08], [-0.02, 0.06, 0.04], [0.06, -0.16, -0.01], [0.13, 0.02, 0.09], [-0.12, -0.04, -0.03], [-0.01, -0.03, 0.05], [0.12, -0.03, -0.01], [0.06, 0.12, -0.04], [-0.07, -0.15, 0.04], [0.00, 0.03, 0.02], [-0.03, -0.01, -0.03], [0.18, -0.11, 0.11], [0.05, 0.20, 0.16], [-0.11, 0.10, 0.02], [-0.19, -0.01, -0.23], [0.07, -0.03, 0.00], [0.02, -0.02, 0.01], [-0.02, 0.08, 0.04], [-0.04, 0.09, -0.05], [-0.01, 0.10, 0.00], [-0.05, 0.09, 0.02], [-0.03, -0.11, 0.03], [-0.07, -0.05, 0.01], [0.03, 0.03, 0.03], [-0.03, -0.09, -0.02], [0.05, 0.08, 0.04], [0.01, -0.01, -0.01], [-0.03, 0.00, -0.02], [-0.01, 0.00, -0.01], [0.00, 0.00, 0.00], [0.00, 0.00, 0.00], [0.01, 0.00, 0.02], [-0.02, 0.03, -0.01], [0.02, -0.02, -0.01], [-0.01, 0.00, 0.01], [0.02, 0.00, -0.01]], "lowdin_charge": [-0.276, 0.683, -0.176, -0.276, -0.056, -0.080, -0.074, -0.087, -0.458, 1.043, -0.461, -0.096, -0.087, -0.079, -0.047, -0.267, -0.025, 0.014, 0.019, 0.077, 0.099, 0.093, 0.107, 0.105, 0.104, 0.107, 0.089, -0.168, -0.167, -0.215, -0.155, -0.201, 0.111, 0.114, 0.114, 0.112, 0.106, 0.120, 0.117, 0.117], "e_homo_ev": -8.188, "charge": 0}

(2)
{"formula": "C4H5NO2", "method": "ωB97M-V/def2-TZVPD", "species": ["O", "C", "C", "C", "N", "C", "O", "H", "H", "H", "H", "H"], "coordinates": [[-2.532, 0.689, 0.647], [-1.893, -0.154, 0.053], [-0.501, 0.043, -0.354], [0.405, 0.910, 0.466], [1.648, 0.347, -0.187], [1.399, -0.967, -0.249], [0.138, -1.239, -0.332], [-2.298, -1.169, -0.137], [0.824, 0.526, -1.185], [0.378, 1.963, 0.194], [0.325, 0.807, 1.561], [2.106, -1.757, -0.477]], "atomic_forces_ev_per_a": [[0.11, -0.19, -0.35], [-0.17, 0.21, 0.16], [-0.35, -0.01, 0.45], [-0.14, 0.13, -0.02], [0.05, -0.12, -0.34], [-0.01, 0.18, -0.21], [0.19, -0.08, 0.24], [-0.10, 0.17, -0.12], [0.32, -0.04, 0.06], [-0.22, -0.14, 0.15], [0.35, -0.22, -0.18], [-0.02, 0.12, 0.17]], "lowdin_charge": [0.046, -0.234, -0.248, -0.163, 0.019, -0.209, 0.034, 0.129, 0.220, 0.126, 0.131, 0.149], "e_homo_ev": -9.104, "charge": 0, "de_lowest_kcal_mol": 108.2}

(3)
{"formula": "C18H22N4ReS", "method": "ωB97M-V/def2-TZVPD", "species": ["Re", "N", "N", "C", "N", "S", "H", "H", "H", "H", "H", "C", "C", "C", "C", "C", "C", "C", "C", "H", "H", "H", "H", "H", "C", "N", "C", "C", "C", "C", "C", "C", "C", "C", "H", "H", "H", "H", "H", "H", "H", "H", "H", "H", "H", "H"], "coordinates": [[1.523, 0.473, 0.948], [2.744, 2.235, 1.692], [4.004, 1.834, 2.243], [4.309, 0.533, 2.449], [5.571, 0.314, 2.845], [3.269, -0.729, 1.917], [2.925, 2.845, 0.874], [2.335, 2.813, 2.406], [4.511, 2.573, 2.609], [6.281, 1.004, 3.036], [5.987, -0.604, 2.924], [0.550, -1.166, 0.416], [-0.061, -2.169, 0.097], [-0.847, -3.296, -0.135], [-0.346, -4.285, -1.013], [-1.018, -5.518, -1.182], [-2.116, -5.757, -0.438], [-2.591, -4.749, 0.446], [-1.938, -3.546, 0.625], [0.606, -4.100, -1.461], [-0.526, -6.392, -1.691], [-2.652, -6.723, -0.332], [-3.393, -5.012, 1.110], [-2.160, -2.984, 1.510], [-3.328, 2.108, 1.308], [-2.490, 2.083, 0.118], [-3.278, 1.575, -1.014], [-1.240, 2.411, 0.031], [-0.377, 2.236, -1.098], [-0.648, 2.767, -2.358], [0.026, 2.391, -3.514], [1.117, 1.577, -3.345], [1.548, 1.172, -2.050], [0.783, 1.436, -0.898], [-2.908, 2.814, 2.061], [-3.410, 1.145, 1.715], [-4.283, 2.477, 1.003], [-3.495, 0.564, -0.709], [-2.708, 1.663, -1.906], [-4.239, 2.123, -1.074], [0.407, 1.147, 1.830], [-0.881, 2.828, 0.933], [-1.484, 3.523, -2.420], [-0.292, 2.702, -4.488], [1.760, 1.097, -4.039], [2.452, 0.568, -1.982]], "atomic_forces_ev_per_a": [[-0.83, -0.63, -2.67], [1.12, -0.16, -0.32], [-1.81, -1.45, -0.85], [1.73, 0.77, -1.03], [-0.40, -0.58, 0.23], [0.86, -0.56, 0.89], [0.03, -0.36, 0.43], [-0.73, 0.25, 0.21], [1.49, 1.40, 0.90], [-0.43, 0.65, -0.06], [-0.72, -0.34, -0.06], [1.26, 2.10, 0.67], [-0.49, -0.40, 0.03], [2.02, -0.93, -1.69], [-0.95, -0.52, -0.03], [2.67, -0.33, -0.59], [-2.52, 0.35, 2.07], [0.31, -0.76, -0.28], [-1.70, -1.48, 1.05], [0.31, -0.01, -0.46], [-0.54, 1.33, 0.14], [0.65, 0.61, -0.63], [-0.33, 0.01, 0.13], [-0.33, 0.69, 0.00], [1.28, 2.42, 0.79], [0.18, 0.35, -1.24], [-0.41, 0.15, 0.73], [-2.02, -0.05, 0.64], [1.44, -0.43, -1.06], [-1.80, 1.07, -0.08], [0.23, -0.06, 0.61], [1.18, -1.15, 2.20], [-1.17, 0.40, 0.17], [0.63, 0.18, 0.54], [-0.24, -0.62, -0.46], [-0.10, -1.41, 0.50], [-0.64, 0.16, 0.04], [-0.23, -0.61, -0.50], [0.12, -0.29, -0.70], [0.71, -0.15, -0.05], [-1.10, 0.55, 0.76], [0.69, 0.15, 0.99], [0.86, -0.99, -0.14], [-0.12, 0.30, -0.25], [-0.02, 0.34, -1.54], [-0.15, 0.04, -0.04]], "lowdin_charge": [1.043, -0.062, -0.028, -0.721, 0.156, 0.705, 0.140, 0.117, 0.140, 0.138, 0.133, -0.232, -0.052, -0.278, 0.010, -0.064, -0.061, -0.042, -0.047, 0.110, 0.138, 0.131, 0.106, 0.119, 0.020, -0.117, 0.037, -0.003, -0.257, -0.043, -0.039, -0.040, -0.103, -0.240, 0.127, 0.097, 0.098, 0.114, 0.075, 0.128, -0.040, 0.117, 0.150, 0.119, 0.107, 0.096], "e_homo_ev": [-13.185, -13.477], "multiplicity": 4, "charge": 2, "de_lowest_kcal_mol": 12.3}

(4)
{"formula": "C26H27FN2O3S", "method": "ωB97M-V/def2-TZVPD", "species": ["C", "O", "C", "C", "C", "C", "O", "C", "C", "C", "C", "N", "C", "O", "C", "C", "C", "C", "C", "C", "N", "C", "C", "C", "C", "C", "F", "C", "C", "C", "C", "S", "C", "H", "H", "H", "H", "H", "H", "H", "H", "H", "H", "H", "H", "H", "H", "H", "H", "H", "H", "H", "H", "H", "H", "H", "H", "H", "H", "H"], "coordinates": [[1.938, 1.060, 2.946], [1.999, 1.565, 1.634], [2.405, 0.723, 0.638], [2.618, 1.299, -0.610], [3.059, 0.534, -1.673], [3.281, -0.830, -1.522], [3.722, -1.659, -2.515], [4.057, -1.098, -3.759], [3.034, -1.429, -0.279], [3.148, -2.921, -0.120], [2.001, -3.621, -0.864], [0.747, -2.975, -0.557], [-0.454, -3.590, -0.473], [-0.597, -4.795, -0.545], [-1.585, -2.639, -0.250], [-2.706, -3.069, 0.457], [-3.743, -2.193, 0.683], [-3.694, -0.880, 0.222], [-2.590, -0.434, -0.521], [-1.558, -1.346, -0.749], [-2.499, 0.837, -1.087], [-1.278, 1.605, -0.918], [-1.189, 2.304, 0.420], [-1.253, 1.563, 1.596], [-1.212, 2.188, 2.828], [-1.082, 3.564, 2.871], [-1.027, 4.179, 4.072], [-1.005, 4.326, 1.721], [-1.068, 3.684, 0.496], [-3.717, 1.602, -1.190], [-4.450, 1.761, 0.138], [-5.076, 0.134, 0.651], [2.605, -0.646, 0.783], [1.682, 1.910, 3.576], [2.904, 0.652, 3.262], [1.166, 0.291, 3.048], [2.445, 2.357, -0.727], [3.226, 1.017, -2.622], [3.184, -0.655, -4.251], [4.425, -1.925, -4.364], [4.843, -0.342, -3.663], [4.093, -3.270, -0.539], [3.112, -3.179, 0.938], [2.189, -3.569, -1.944], [1.919, -4.670, -0.575], [0.795, -1.973, -0.463], [-2.741, -4.084, 0.820], [-4.614, -2.503, 1.241], [-0.738, -1.030, -1.378], [-0.417, 0.942, -1.024], [-1.230, 2.342, -1.725], [-1.348, 0.488, 1.546], [-1.275, 1.625, 3.746], [-0.902, 5.397, 1.791], [-1.014, 4.269, -0.411], [-4.382, 1.095, -1.898], [-3.472, 2.587, -1.594], [-3.791, 2.150, 0.914], [-5.321, 2.406, 0.039], [2.428, -1.130, 1.731]], "atomic_forces_ev_per_a": [[0.02, -0.06, 0.17], [0.11, 0.02, -0.35], [-0.03, 0.16, -0.15], [-0.08, -0.03, 0.34], [0.05, -0.15, -0.19], [-0.07, 0.01, 0.26], [-0.07, -0.10, 0.35], [0.04, 0.08, -0.23], [0.26, 0.00, -0.27], [-0.15, -0.03, -0.18], [0.06, -0.29, -0.12], [0.27, 0.27, 0.00], [0.17, 0.18, 0.01], [-0.11, -0.25, 0.01], [-0.35, 0.18, 0.02], [0.09, -0.05, -0.05], [0.14, 0.00, -0.08], [-0.04, 0.39, -0.04], [-0.05, -0.50, 0.01], [0.01, -0.17, 0.11], [-0.06, 0.13, -0.23], [0.12, -0.03, 0.11], [0.06, 0.13, -0.13], [0.03, 0.10, -0.01], [-0.01, 0.12, 0.08], [-0.01, 0.02, -0.16], [0.00, -0.03, -0.06], [0.01, 0.05, 0.34], [0.01, -0.25, -0.01], [-0.24, 0.07, -0.06], [-0.04, -0.39, 0.15], [0.02, 0.22, -0.04], [-0.03, 0.18, 0.12], [-0.01, -0.09, 0.01], [-0.03, -0.01, -0.02], [0.02, 0.01, 0.01], [0.00, 0.16, -0.01], [0.03, 0.03, -0.11], [0.04, 0.00, 0.03], [-0.02, 0.10, -0.01], [-0.04, -0.02, 0.00], [0.02, -0.06, 0.05], [0.02, 0.00, 0.00], [0.01, -0.10, 0.14], [0.05, 0.09, -0.06], [-0.19, -0.10, 0.06], [-0.01, -0.12, 0.02], [-0.07, -0.09, 0.10], [0.07, 0.01, -0.06], [-0.04, 0.08, -0.10], [0.08, -0.06, 0.06], [-0.01, -0.10, 0.04], [0.00, -0.04, 0.12], [0.00, 0.11, 0.05], [-0.01, 0.06, -0.11], [0.02, 0.17, 0.04], [0.03, -0.05, -0.03], [-0.07, 0.09, -0.10], [-0.02, 0.01, 0.01], [-0.03, -0.05, 0.11]], "lowdin_charge": [-0.091, -0.093, -0.276, -0.007, -0.009, -0.234, -0.095, -0.081, -0.172, -0.105, -0.151, 0.074, -0.453, 0.070, -0.130, -0.021, -0.105, -0.461, -0.243, 0.030, -0.104, -0.114, -0.214, -0.034, -0.010, -0.275, 0.056, 0.002, -0.029, -0.216, -0.428, 0.953, 0.025, 0.093, 0.099, 0.090, 0.121, 0.105, 0.096, 0.095, 0.097, 0.122, 0.118, 0.122, 0.125, 0.104, 0.118, 0.101, 0.118, 0.107, 0.126, 0.123, 0.124, 0.118, 0.114, 0.126, 0.124, 0.063, 0.076, 0.115], "e_homo_ev": -7.717, "charge": 0, "de_lowest_kcal_mol": 2.7}